The following is a quantum chemistry calculation of 10 unconnected molecules or ions with the total composition C50H128N12O18 in a non-equilibrium geometry, from the OMol25 dataset.

The net charge is 0. The structure (SMILES) is COCCNCCOC.COCCNCCOC.COCCNCCOC.COCCNCCOC.COCCNCCOC.COCCNCCOC.COCCNCCOC.COCCNCCOC.NC(N)=O.NC(N)=O. Its strongest force on any atom is 7.0 eV/Å. As for the total energy: -108646.6861 eV. The value obtained for the HOMO-LUMO gap is 8.58 eV.

Positions of all 208 atoms, in Å:
1 O 1.555 -4.979 -0.911
2 O -3.720 2.758 -4.771
3 O 2.947 -3.484 7.646
4 O 0.115 8.661 1.444
5 O -4.063 3.447 1.418
6 O -3.507 -1.539 -3.001
7 O 6.175 5.709 -2.739
8 O 0.455 -3.396 -5.474
9 O 0.621 2.246 4.195
10 O 2.808 -0.429 -0.657
11 O -6.996 -6.102 0.814
12 O 2.676 -7.271 2.911
13 O -5.683 0.337 1.458
14 O 3.892 6.696 0.625
15 O 0.808 2.282 -4.054
16 O -2.305 -6.455 -3.410
17 O -0.861 2.195 -0.430
18 O -0.426 -2.665 3.677
19 N 2.630 1.269 3.964
20 N 2.795 4.287 -3.194
21 N 2.244 3.195 3.039
22 N 3.379 -4.802 1.707
23 N -4.741 -6.699 -1.487
24 N -1.743 -0.705 -0.735
25 N -3.837 4.088 -1.344
26 N -3.839 0.878 0.520
27 N 1.245 5.879 1.622
28 N -4.093 -1.112 1.263
29 N 2.338 -1.346 5.778
30 N 3.190 -1.516 -3.797
31 C 2.327 6.318 2.544
32 C -0.477 -0.222 -0.224
33 C 3.365 -6.247 3.565
34 C -0.810 3.438 0.314
35 C -1.129 -5.920 -4.036
36 C 1.811 3.697 -2.266
37 C -0.622 1.141 0.455
38 C 4.947 5.356 -3.397
39 C 2.388 -1.908 -4.882
40 C -2.291 -6.550 -1.980
41 C 0.066 -2.518 -6.503
42 C -4.681 1.965 -5.487
43 C -3.424 3.251 -2.409
44 C -6.316 -5.239 -0.182
45 C -2.829 -1.237 -4.249
46 C 3.463 -0.006 -1.824
47 C 1.485 -4.038 0.207
48 C 3.857 -3.248 6.538
49 C 6.977 6.639 -3.298
50 C 2.713 -8.575 3.377
51 C 3.343 -2.796 8.855
52 C -1.698 -2.390 3.196
53 C -4.582 0.048 1.135
54 C -3.490 -7.367 -1.406
55 C -0.070 6.315 2.121
56 C 4.017 4.543 -2.548
57 C 3.347 -0.049 0.572
58 C 2.867 -3.790 0.850
59 C 1.464 -6.380 -0.482
60 C -1.588 -1.931 -1.412
61 C -0.334 1.868 -4.718
62 C -4.151 3.396 2.803
63 C 1.738 2.224 3.807
64 C 0.607 3.398 -3.180
65 C -0.637 9.873 1.163
66 C -2.953 -2.309 -1.995
67 C -4.237 3.549 -3.716
68 C 1.125 -2.674 -4.430
69 C 1.560 -2.170 4.871
70 C 3.720 -1.857 5.943
71 C 2.586 -0.359 -3.028
72 C 3.629 6.013 1.836
73 C 0.114 -1.695 4.549
74 C -8.400 -5.861 0.909
75 C -5.112 4.288 0.778
76 C 2.768 -4.983 3.003
77 C -4.824 -5.593 -0.479
78 C 5.261 6.996 0.476
79 C -5.109 3.827 -0.766
80 C -0.726 7.552 1.454
81 H -4.020 1.854 0.703
82 H 4.432 6.094 2.569
83 H -2.234 -5.579 -1.488
84 H 3.726 4.968 1.542
85 H -1.416 -7.053 -1.568
86 H -1.182 4.251 -0.310
87 H -2.391 -2.385 4.037
88 H -3.247 -1.331 0.756
89 H 4.300 -3.148 9.241
90 H 2.296 7.330 2.948
91 H 3.018 -5.609 1.219
92 H -2.003 -3.073 2.403
93 H -2.194 -0.078 -1.385
94 H -3.182 -7.544 -0.376
95 H -2.747 -3.332 -2.311
96 H -0.497 -3.185 -7.156
97 H 1.401 -3.452 -3.719
98 H -0.870 -1.876 -2.230
99 H 3.586 -2.298 -3.296
100 H -0.444 -1.647 5.483
101 H -0.530 -1.675 -6.152
102 H -6.140 4.217 1.131
103 H -0.183 -0.871 0.601
104 H -5.323 3.469 -3.664
105 H 1.224 -6.982 -1.359
106 H 0.193 -0.716 4.076
107 H 2.789 -0.621 1.314
108 H 4.399 -0.544 -1.978
109 H 7.410 6.361 -4.259
110 H 3.588 1.076 -1.768
111 H 1.745 4.015 2.727
112 H 0.667 -4.266 0.890
113 H -5.408 2.668 -5.895
114 H 0.087 6.501 3.183
115 H 0.031 10.711 0.963
116 H -3.988 4.569 -4.006
117 H 3.905 4.915 -1.530
118 H -8.643 -6.334 1.861
119 H 2.409 -6.674 -0.024
120 H 0.345 4.353 -3.637
121 H 1.185 -3.032 -0.085
122 H 2.897 3.714 -4.018
123 H 2.179 5.621 3.369
124 H -1.895 -0.721 -4.028
125 H -0.221 -6.377 -3.644
126 H -3.622 -2.414 -1.141
127 H 0.407 -1.951 -4.043
128 H -1.315 10.189 1.956
129 H -4.540 -1.777 1.877
130 H 0.745 -6.309 0.333
131 H 3.038 0.982 0.745
132 H 1.225 6.484 0.814
133 H 2.501 0.435 4.519
134 H 2.228 2.733 -1.975
135 H 1.570 -0.656 -2.765
136 H 5.573 7.831 1.103
137 H -3.477 -0.600 -4.852
138 H -1.035 7.288 0.442
139 H 1.788 -1.306 6.624
140 H -4.356 -5.850 0.472
141 H 3.538 -3.597 0.013
142 H 0.382 -0.193 -0.894
143 H 0.175 3.676 0.716
144 H 3.230 3.093 2.844
145 H 0.310 1.310 0.995
146 H 1.518 -3.144 5.358
147 H -8.900 -6.441 0.133
148 H 4.469 6.239 -3.822
149 H -8.622 -4.795 0.958
150 H 4.433 -0.142 0.552
151 H -2.346 3.323 -2.556
152 H -4.209 -4.765 -0.830
153 H -1.203 -6.178 -5.092
154 H 2.290 -1.078 -5.582
155 H 4.250 -1.155 6.586
156 H 1.717 -5.096 2.738
157 H -1.360 -2.695 -0.669
158 H -1.775 -1.365 2.832
159 H -0.817 2.641 -5.316
160 H 2.994 -4.156 3.676
161 H -0.273 3.190 -2.572
162 H -0.678 5.412 2.063
163 H -6.430 -4.240 0.238
164 H 0.813 -2.183 -7.222
165 H -1.385 1.187 1.232
166 H -4.096 1.268 -6.086
167 H 2.880 -2.883 1.455
168 H -4.872 5.323 1.019
169 H 2.355 0.523 -3.626
170 H -1.587 3.544 1.071
171 H -1.083 -4.840 -3.891
172 H 4.563 3.605 -2.450
173 H 5.950 6.245 0.864
174 H 3.546 -4.068 5.891
175 H -3.571 -8.338 -1.895
176 H -5.487 2.806 -0.712
177 H -5.095 2.972 3.144
178 H -5.189 1.249 -4.841
179 H 2.189 -8.667 4.328
180 H -1.164 9.610 0.246
181 H -4.023 4.433 3.114
182 H -2.511 -2.113 -4.813
183 H 3.563 1.474 3.636
184 H 7.804 6.787 -2.603
185 H -1.575 7.678 2.125
186 H 4.893 -3.485 6.781
187 H 2.064 -2.227 3.907
188 H 2.272 -9.162 2.571
189 H -6.895 -5.086 -1.093
190 H -1.063 1.536 -3.978
191 H -3.537 2.217 -2.083
192 H 5.040 4.776 -4.315
193 H 3.737 -8.926 3.504
194 H 4.342 -1.864 5.048
195 H 3.429 -1.720 8.706
196 H 2.980 -6.256 4.585
197 H 6.589 7.650 -3.427
198 H -0.288 1.003 -5.379
199 H 4.448 -6.251 3.685
200 H -4.801 -6.264 -2.396
201 H -5.934 4.384 -1.209
202 H 5.459 7.296 -0.553
203 H -3.182 4.096 -0.575
204 H 2.571 -2.801 9.625
205 H -2.984 0.506 0.131
206 H -3.194 2.958 3.087
207 H 2.949 -2.762 -5.261
208 H 1.491 4.356 -1.458